116
Properties=species:S:1:pos:R:3:mulliken_charge:R:1 method="wB97M-V/def2-TZVPD" total_charge=0 orbital_gap_ev=8.14 smiles="COCCNCCOC.COCCNCCOC.COCCNCCOC.COCCNCCOC.NC(N)=O.O.O.O.O"
H 5.2574 1.3271 -1.8983 0.30
C 5.1785 -2.7490 3.6049 -0.59
H 3.2172 -3.9160 -3.2737 0.31
O 2.0700 5.0260 -1.0350 -0.65
H 8.1574 1.0027 -1.1340 0.31
N -7.6308 4.6724 0.6757 -0.41
H -7.4780 -2.4719 0.5299 0.27
C 4.2123 -1.7006 4.0640 -0.67
H 11.2069 -2.4162 -0.8933 0.39
H 8.3871 -3.4684 4.4619 0.27
H -8.0897 4.3495 -0.1641 0.30
H 4.3344 -1.4324 5.1134 0.35
O -4.2314 -4.0291 -1.0493 -0.30
O 6.5372 -2.4548 4.0668 -0.32
H 10.0614 -4.5250 -0.0104 0.48
C -6.8484 5.8893 0.4004 -0.65
H -9.8219 3.0611 1.1057 0.35
H -6.9184 -4.5672 -1.3945 0.36
O 6.7243 -0.0404 -2.3594 -0.31
O 5.5567 2.1357 3.4781 -0.29
H 5.9640 3.3918 1.7769 0.32
H 9.8439 -6.0614 -1.9766 0.31
H -8.6842 5.0954 2.4403 0.40
H 10.3621 -2.1316 0.6519 0.37
H -4.8430 6.3395 0.1118 0.42
H -10.8820 4.3565 1.4853 0.49
C 9.5910 -3.7211 -0.5765 -0.43
C -10.5850 -2.5634 2.7319 -0.81
C 6.0933 3.2652 2.8517 -0.83
H 1.9381 5.0281 -1.9831 0.31
O 0.7858 4.5969 -4.7474 -0.62
H 9.3273 -5.2527 -3.5234 0.27
H -5.5070 -2.9153 -2.2292 0.24
H -11.6654 2.8285 -0.5435 0.32
H -2.6778 -2.8003 -0.4324 0.33
H 0.5238 4.9981 -5.5761 0.31
H -11.4319 -1.8776 2.7095 0.31
C -8.8366 5.1075 1.3611 -0.61
H 5.2723 -2.7587 2.5190 0.24
O -9.5425 -2.1904 1.7781 -0.33
H -12.3136 4.4566 -0.7659 0.26
C -9.9934 4.1179 0.9009 -0.71
H 5.7908 4.2097 3.3039 0.29
H 5.5165 -0.3363 3.4946 0.26
H 7.5900 -1.9270 -0.6745 0.19
H -2.2775 -4.3049 -1.0778 0.28
C 5.8853 1.0630 -2.7492 -0.67
H 8.2913 -0.7753 0.4392 0.25
H 6.6971 0.5311 -0.3718 0.26
H 0.8457 0.1513 -2.7166 0.18
H -4.0255 3.4387 -2.2449 0.25
O -5.4147 4.6357 -1.0966 -0.28
H 2.6948 0.5285 3.9949 0.44
H 4.8925 -3.7436 3.9470 0.52
H -6.8820 6.5855 1.2384 0.47
C 7.4099 0.2094 -1.1311 -0.45
H -11.2194 3.6602 -2.0234 0.25
O 0.9474 1.0525 -0.2481 -0.71
N 4.5157 -0.4301 3.3962 -0.12
H -6.4059 -4.4757 0.1811 0.37
C -11.4604 3.8101 -0.9710 -0.76
C -5.4632 5.4434 0.0894 -0.65
H -3.7586 3.5776 -0.5084 0.32
H -10.9962 -3.5720 2.6900 0.34
N 2.3083 -0.7093 -0.2798 -0.21
C -5.3455 -3.1156 -1.1700 -0.43
C 8.1882 -1.0176 -0.6185 -0.46
H -5.1094 4.8363 0.9227 0.34
H 3.8478 2.0156 2.2436 0.28
C 4.1419 1.9892 3.2929 -0.49
H 7.1542 3.0176 2.8894 0.28
H -9.2076 6.0884 1.0638 0.34
C -6.5853 -3.8218 -0.6723 -0.71
C 1.4570 0.0721 -0.7577 0.83
H -10.9448 -2.6415 0.2133 0.42
H 3.9647 0.7074 5.0629 0.50
H -3.3617 4.8780 -1.5390 0.31
H 5.2631 0.6482 -3.5422 0.21
H 8.2715 -5.4185 -2.1722 0.32
H -7.2959 6.4087 -0.4470 0.34
C 3.7742 0.6801 3.9900 -0.95
H 3.1981 -2.0601 3.8901 0.33
C 7.3617 -3.6123 4.1216 -0.83
O 9.6097 -3.8799 -1.9904 -0.30
H 0.1876 -0.3051 -6.2040 0.32
H -5.0622 -2.2204 -0.6163 0.33
C -9.8995 -2.3918 0.3953 -0.70
C -2.9793 -3.4842 -1.2258 -0.78
C -8.9994 -3.4978 -0.3103 -0.39
H 2.8068 -0.4599 0.5624 0.12
H 7.3235 -4.1767 3.1898 0.31
H 1.8458 4.1359 -0.7635 0.33
O 3.5869 -3.2156 -2.7362 -0.62
H 3.5398 2.7793 3.7417 0.40
H -8.9143 -4.3788 0.3258 0.31
N 9.5039 -1.2444 -1.0931 -0.16
C 10.2333 -2.3555 -0.4070 -0.80
O 0.6848 0.4898 -6.0113 -0.63
H 10.0283 -0.4567 -1.4461 0.23
N -7.6530 -2.8561 -0.3876 -0.37
H 0.4042 3.7195 -4.7744 0.31
C 9.3121 -5.2269 -2.4338 -0.82
H 6.4287 1.9050 -3.1780 0.25
H 2.6773 -1.4176 -0.8981 0.06
H 8.5745 -3.8082 -0.1928 0.24
O -10.2753 4.4118 -0.4254 -0.30
H 4.5102 -3.1828 -2.9866 0.31
H 6.9807 -4.2378 4.9289 0.34
H -9.5150 -3.7470 -1.2378 0.35
C -4.1188 4.1082 -1.3897 -0.76
H -2.8539 -3.1302 -2.2491 0.29
H 1.5756 0.2917 -6.3001 0.31
H -9.7794 -1.3806 0.0066 0.35
N 1.3753 -0.3560 -2.0221 -0.36
H -10.0565 -2.6340 3.6826 0.28
H 2.0420 -1.0765 -2.2599 0.06


127
Properties=species:S:1:pos:R:3:mulliken_charge:R:1 method="wB97M-V/def2-TZVPD" total_charge=-1 orbital_gap_ev=5.68
H -1.4328 -3.7955 -2.9101 0.14
H 1.6835 0.5410 -5.1419 0.38
H 2.3856 3.5493 -0.6839 0.18
C -4.0417 -1.4684 4.6377 -1.08
H -4.3937 -0.8909 5.5017 0.42
N -2.2628 -7.3330 -1.3179 -0.43
H -0.7936 -2.8908 1.0507 0.43
N -0.9293 -3.2707 -3.6157 0.02
C -0.5016 2.7726 -2.8866 0.58
C 0.3521 -0.1641 0.4597 1.53
H 0.0359 -3.0416 -3.4482 0.09
N 2.2543 2.0871 2.9956 -0.10
H -1.9891 -8.0693 -0.6955 0.13
H -0.9931 -1.4390 -6.2462 0.16
N -0.5860 3.7393 -1.9431 -0.38
H 2.9578 -2.5605 3.5667 0.32
H 2.8540 8.2418 1.8205 0.33
H 0.3164 -1.7849 -5.2173 0.42
H 3.6328 -1.8022 -5.4659 0.35
C 3.6304 1.1037 -2.5449 -1.61
H 3.3906 6.1857 0.6738 0.27
C -1.8915 -6.0339 -1.2312 0.56
O 1.3987 -1.5987 2.2481 -1.04
H 4.0296 3.7848 -0.2222 0.42
H 1.3558 -0.7119 -2.6441 -0.31
H -2.3378 -1.1716 -2.2126 0.09
H -0.2417 -2.4802 -0.5930 0.39
H -0.8042 4.1462 -4.4267 0.15
H 1.7189 8.0973 0.7933 0.29
H -4.9298 -2.0361 4.3388 0.41
O 5.1545 -0.7153 4.9703 -0.74
H -2.6552 0.4348 -3.0031 0.37
H -2.5269 -3.4861 6.6188 0.22
N 4.1501 -0.6674 2.9442 -0.31
H 3.3131 -4.5831 -2.9341 0.18
N 4.1974 -4.3603 -2.5231 -0.34
C 1.5546 2.5505 4.0609 0.49
H 3.1501 2.5257 0.5680 0.13
H -4.5111 0.2096 3.3118 0.19
H 2.2383 -4.4778 -0.8878 0.25
H -4.3094 -3.2578 6.3718 0.37
H 4.7497 0.0900 2.6759 0.22
C -3.6652 -0.4441 3.5733 0.85
H 5.0414 -4.5847 -3.0232 0.19
C 1.7902 6.5434 2.0104 0.60
H 3.7169 -0.0645 -4.3754 0.36
H 1.7350 -1.6288 0.2571 -0.55
H 2.8321 -1.6783 -2.5546 -0.04
H 0.1985 -0.2937 -0.6156 -1.00
H -0.2790 6.5354 1.3332 0.31
H 3.2791 -3.8049 0.3673 0.19
H 2.0136 1.1541 2.6889 0.08
O -3.7218 -0.0798 -1.2691 -0.45
N 3.6269 -2.3554 4.3031 -0.38
H -1.6555 0.1657 -1.5011 -0.20
H -5.7156 3.2576 -0.4741 0.24
H -2.1813 -1.6293 2.6788 0.45
C -3.3272 -3.3416 5.8943 -0.88
N -0.4573 3.2398 -4.1761 -0.40
N -0.6715 -1.9216 -5.4275 -0.24
C -1.5215 -2.6840 -4.6974 0.45
H 1.2255 4.2469 5.0385 0.22
H 2.6904 2.8314 2.4786 0.27
N 1.8639 7.9907 1.8023 -0.70
H -2.7214 -0.3872 1.5443 -0.26
C 2.7645 -2.4054 -5.1986 -0.81
H 1.9116 5.8987 -0.1135 0.36
C 4.3094 -4.0228 -1.2151 0.52
N -2.6479 0.4925 3.9994 -0.46
O -2.9901 -2.3844 4.9339 -0.27
O -0.2448 1.5958 -2.6459 -0.41
H -0.0990 6.5582 3.1521 0.32
C -5.2819 1.2642 0.0036 0.79
N 2.0915 1.1290 -4.4198 -0.72
C 0.9001 -1.4559 0.9817 1.37
C 0.0874 -2.6619 0.4385 -1.62
H 1.3471 1.3442 -3.7519 0.15
H -6.2262 2.7936 0.9735 0.27
H 1.1381 0.5859 0.5895 -0.62
H 4.6102 0.6236 -2.4720 0.46
H 3.1119 -3.3439 -4.7651 0.15
N 1.8945 3.7989 4.4368 -0.38
H -5.2241 0.8158 0.9964 -0.06
O 0.5919 1.9107 4.4883 -0.68
C 3.0422 3.5410 0.1926 -0.63
H 3.0922 1.1406 -1.5969 -0.02
C 0.2997 6.2148 2.2012 -1.33
O -2.6999 -2.8423 -4.9960 -0.73
H 0.1591 5.1294 2.1693 0.33
C 2.2437 -1.0176 -3.1986 0.41
C 2.3924 5.7638 0.8638 -0.99
H 3.7924 2.1443 -2.8234 0.43
H -0.9105 -6.5573 0.4600 0.16
O -2.3617 -5.1975 -2.0034 -0.75
H -7.3266 1.0157 -0.1433 0.45
H -3.7842 -1.7870 1.8971 0.44
H -2.9953 1.1020 4.7290 0.24
H -0.8825 -4.8325 0.0367 0.35
H -3.1664 1.4893 -0.0926 0.18
C -2.5489 -0.1098 -2.0650 -0.01
H -0.1094 2.6080 -4.8734 0.22
H -2.8507 -7.6337 -2.0752 0.25
H -6.5526 1.2317 -1.7313 0.30
C 3.0019 0.2708 -3.6178 0.47
H 3.5076 -2.7501 5.2185 0.21
H -0.6061 0.2104 0.8334 -0.27
C 4.3445 -1.2089 4.1759 0.48
H 2.1608 -2.5960 -6.0859 0.25
N -5.4489 2.6967 0.3288 -0.69
O 1.8252 -1.8061 -4.3177 -0.16
C -6.4800 0.7239 -0.7698 -1.53
H 2.5009 6.3897 2.8273 0.27
H -4.0178 1.9515 -1.6163 0.44
H 3.1797 -0.7269 2.6311 0.21
C -3.9653 1.2284 -0.7941 -0.52
H 0.6754 -3.5781 0.3286 0.34
N -1.0826 -5.8006 -0.1697 -0.33
H -0.6401 3.4222 -0.9887 0.18
O 2.6085 4.3992 1.2111 -0.25
H -2.2654 1.0317 3.2393 0.12
N 3.1476 -4.2689 -0.5282 -0.31
C -3.0523 -1.0878 2.3084 -1.06
O 5.3338 -3.6230 -0.6803 -0.68
H -0.9703 4.6119 -2.2579 0.16
H -3.4746 -4.2802 5.3377 0.30
H -6.4155 -0.3609 -0.8324 0.30
H 2.7867 4.1764 4.1868 0.19


136
Properties=species:S:1:pos:R:3:mulliken_charge:R:1 method="wB97M-V/def2-TZVPD" total_charge=0 orbital_gap_ev=5.26
H -13.6941 9.2165 20.4380 -0.48
H -13.9708 11.1513 19.3540 0.15
C -5.9039 3.5874 19.8122 -1.09
C -5.9091 4.8954 16.8874 -1.29
H -15.6195 7.5145 22.1064 0.34
H -13.4375 6.1183 15.0041 0.25
H -11.2020 5.7994 18.5356 0.03
H -10.7490 9.3747 18.6508 0.42
N -15.6322 5.7605 17.6698 0.52
N -9.5189 11.2036 18.4436 1.09
H -14.4386 4.7448 16.2913 -0.13
H -8.0319 1.4817 20.5551 0.32
O -11.9138 6.9069 23.8565 -0.70
H -11.4568 11.4953 24.8718 0.23
H -8.3922 4.6582 20.5699 0.51
H -6.7639 1.8824 16.1243 0.33
H -18.0128 8.2852 17.4485 0.16
C -11.3784 10.8493 23.9973 -1.38
H -9.8241 6.5695 17.8876 0.85
H -17.2222 11.7854 18.9468 0.32
H -11.0588 2.7352 17.8525 0.66
H -13.9013 13.3201 22.1077 0.16
H -16.2894 6.4259 20.9221 0.54
C -13.7616 13.1699 23.1782 -0.78
H -7.4266 0.7825 19.1633 0.34
C -6.4981 2.8655 15.7359 -1.13
C -12.3609 6.0277 14.8597 -0.62
H -6.3305 1.1381 20.4023 0.43
N -11.3513 4.2623 20.1031 0.88
O -9.8238 11.2404 17.2382 -0.57
H -14.6563 12.2187 20.5821 0.37
H -11.4453 9.7320 21.3062 0.01
H -11.1677 3.4301 16.1900 0.03
O -12.3174 8.3876 14.8667 -0.58
H -16.1224 4.5281 15.9305 0.40
P -8.0140 3.3941 18.0165 0.11
P -13.8535 10.4164 22.9105 0.23
H -5.0287 3.4811 19.1713 0.19
C -12.5896 8.8706 24.8668 -1.04
H -19.1821 6.5765 20.4984 0.41
H -12.6785 9.3366 20.0223 1.71
H -11.1254 7.3808 17.5934 0.73
P -16.8436 9.3532 20.1182 -0.19
H -19.4328 10.1852 20.9350 0.27
N -12.7578 3.6378 17.7162 0.91
H -5.6863 3.2523 20.8264 0.49
N -15.5561 8.1852 20.0688 2.20
H -13.1176 4.9245 19.2206 0.76
H -13.1267 3.2540 20.0770 0.30
N -16.8963 9.7519 18.4623 0.82
H -14.5535 6.5980 20.9776 0.91
N -7.0557 2.8548 19.2991 0.51
O -9.0396 2.4062 17.5557 -0.96
H -17.8979 6.6083 19.2739 0.22
H -13.2308 9.1276 25.7099 0.20
H -12.6819 6.5793 17.8922 -0.58
H -20.3462 8.6641 20.7749 0.43
H -6.1284 4.6539 19.8271 0.38
O -14.8660 9.3206 22.9106 -0.80
H -15.7194 11.0812 24.9878 0.23
O -10.6272 7.3723 15.8051 -0.56
N -11.7164 7.3557 15.1724 1.03
N -8.6091 4.9162 18.4386 0.63
N -12.5031 9.9928 23.8393 1.03
H -15.4886 12.9613 25.1224 0.36
O -10.8027 3.7051 19.1641 -0.63
H -11.2932 11.5583 23.1738 0.38
C -17.3716 11.1009 18.1118 -1.15
H -13.5331 6.9793 21.3950 -2.36
H -6.1510 5.5908 17.6912 0.34
O -12.0501 8.6463 19.5809 -0.42
H -4.8643 4.5883 16.9326 0.39
H -11.7727 10.8353 19.9554 0.25
N -14.4009 11.9181 23.6376 0.28
H -5.4471 2.9108 15.4505 0.36
C -8.9374 5.2226 19.8135 -0.74
C -17.0303 8.7505 17.3692 -0.48
O -13.0672 5.2400 23.0908 -0.86
H -8.7647 6.2912 19.9414 0.06
O -12.4079 6.6903 20.5036 -0.27
O -10.8040 5.0140 20.9384 -0.38
H -16.3780 7.9011 17.5715 -0.16
N -18.3227 8.4705 20.3315 0.59
H -13.0875 8.0160 24.4087 0.52
C -9.9494 9.9345 19.1360 -1.25
C -18.7384 7.1615 19.6928 -1.02
C -13.6169 7.4531 22.3731 -0.33
O -16.7796 6.1927 17.8663 -0.55
N -12.0803 7.4470 19.5363 1.00
N -6.7895 3.7443 16.8381 0.43
O -16.6751 10.4981 21.0442 -0.80
H -14.6167 7.4742 22.8068 1.60
C -11.7042 2.9290 16.9957 -1.20
O -12.5465 4.8599 17.7430 -0.42
H -12.6850 13.2334 23.3366 0.20
C -19.4065 9.1086 21.1030 -1.24
H -6.9541 3.1732 14.7948 0.27
O -8.8967 12.0736 19.0190 -0.61
H -12.0694 1.9588 16.6591 0.46
C -15.4888 7.1466 21.0888 -0.62
C -15.4158 4.6140 16.7560 -0.72
C -12.8326 4.3036 20.0700 -0.83
H -16.8597 11.5126 17.2421 0.33
C -12.2179 10.1102 20.6367 -0.18
H -19.2658 8.8384 22.1496 0.30
C -14.2263 8.6592 19.6672 -2.65
C -14.3514 11.1930 20.3745 -0.99
H -10.0053 5.0339 19.9241 0.18
H -6.0147 5.3929 15.9233 0.45
H -15.3039 3.7124 17.3584 0.40
O -13.6604 2.9890 18.2491 -0.74
H -18.4428 11.0430 17.9189 0.36
H -19.4558 7.3040 18.8845 0.38
N -13.3152 10.7934 21.3162 0.42
H -11.5647 8.6232 25.1434 0.35
N -12.8348 6.4240 23.1545 1.35
H -13.5980 7.8293 19.3437 -0.38
C -9.5214 5.6076 17.4738 -1.75
H -10.4845 10.2264 24.0302 0.42
O -14.5755 6.3470 18.0079 -0.14
H -14.2131 14.0687 23.5983 0.42
C -11.6794 6.7469 18.2857 -0.29
H -11.9203 5.1711 15.3699 0.07
C -15.0804 11.9638 24.9592 -0.94
C -7.1828 1.5693 19.8772 -1.16
H -15.2648 10.6020 20.4411 -0.22
H -13.0623 4.6601 21.0741 -0.02
H -10.3783 4.9686 17.2609 0.51
H -14.3205 9.2855 18.7801 0.74
H -8.9641 5.8821 16.5781 0.25
H -13.2176 8.4622 22.4753 -1.36
H -12.0088 6.0176 13.8282 0.47
H -16.7972 9.2370 16.4221 0.44
H -10.2021 10.1414 20.1760 0.50
H -14.3792 11.8261 25.7823 0.28
H -9.0861 9.2693 19.1548 0.66


The following total energy values (in a.u.) correspond, in order, to the records above: -2302.0665 -2701.3797 -4175.1581.
The following relative energy (zero: lowest compared OMol25 entry of this formula, charge and spin) values (in kcal per mole) correspond, in order, to the records above: 224.0 56.6 703.9.
The following highest occupied orbital energy values (in eV) correspond, in order, to the records above: -8.1310 -3.8398 -6.7057.